# 1
Molecular formula: C5H7NO
Method: DFT, ωB97M-V/def2-TZVPD

The value obtained for the HOMO energy (alpha / beta) is -8.24 / -8.24 eV. As for the molecular weight: 97.117 g/mol. The spin multiplicity is 1. As for the total charge: 0. The total energy comes out at -324.5696 a.u.

```
14
Properties=species:S:1:pos:R:3:forces:R:3:nbo_charge:R:1
C 0.8972 -0.6381 -1.0976 0.08 -0.09 -0.06 -0.5878
C -0.2306 0.4751 1.9341 -0.07 -0.02 -0.56 -0.0477
C -0.6625 -0.0465 0.7633 0.11 0.05 0.25 -0.0888
N -1.5222 -1.1707 0.6608 -0.15 0.08 0.16 -0.8275
C -0.0226 0.4531 -0.5045 0.00 0.11 0.12 -0.3758
C 0.7933 1.5582 0.0350 0.01 -0.09 0.28 0.4621
O 0.8083 1.6124 1.2721 -0.07 0.02 -0.28 -0.3837
H 0.3317 -1.5738 -1.0738 0.09 0.13 -0.09 0.2487
H 1.2099 -0.4192 -2.1223 -0.04 0.01 0.15 0.2111
H 1.7826 -0.7681 -0.4675 -0.12 -0.01 -0.09 0.2194
H -2.4247 -0.9113 0.2706 0.12 -0.07 0.03 0.3619
H -1.6869 -1.5581 1.5843 0.01 0.01 -0.08 0.3819
H -0.7214 0.8107 -1.2742 0.07 -0.04 0.12 0.2460
H 1.3791 2.2827 -0.5372 -0.04 -0.11 0.05 0.1801
```
Positions in Å, forces in eV/Å.


# 2
Molecular formula: C21H16ClIN4O4Ru
Method: DFT, ωB97M-V/def2-TZVPD

The value obtained for the HOMO energy is -13.93 eV. As for the molecular weight: 651.810 g/mol. The spin multiplicity is 1. As for the total charge: +2. The total energy comes out at -2181.9748 a.u.

```
48
Properties=species:S:1:pos:R:3:forces:R:3:nbo_charge:R:1
Ru 0.3071 -1.5057 0.8517 0.50 -0.21 -0.52 0.9087
C -0.5023 0.1682 4.7157 0.02 -0.02 0.00 -0.7253
C -0.5207 -0.2135 3.2866 -0.02 -0.03 0.04 0.6868
O 0.2691 -1.0635 2.8639 0.14 0.00 0.04 -0.5060
C -1.4965 0.4552 2.3236 0.02 0.02 0.03 -0.3624
C -0.6641 1.2101 1.3010 0.04 0.01 -0.04 0.3179
C -0.7359 2.6867 1.1311 0.01 0.00 0.02 -0.6860
N 0.2086 0.4938 0.6823 -0.09 0.00 0.04 -0.2557
N 1.1626 1.0309 -0.1325 0.01 -0.03 -0.07 -0.4164
C 2.1652 0.1713 -0.2543 -0.24 0.25 -0.17 0.5951
O 2.1941 -0.9623 0.3941 -0.09 -0.03 0.14 -0.6302
C 3.2538 0.4891 -1.1778 0.17 -0.08 0.18 -0.1117
C 3.2122 1.6550 -1.9461 0.02 0.02 0.00 -0.1689
C 4.2356 1.9222 -2.8364 -0.01 0.01 0.01 -0.2086
C 5.3005 1.0371 -2.9596 0.00 0.00 0.00 -0.1453
C 5.3478 -0.1188 -2.1916 -0.01 -0.01 0.02 -0.2112
C 4.3267 -0.3952 -1.2995 0.02 0.00 -0.01 -0.1593
H 0.0200 -0.5756 5.3116 0.01 0.01 0.00 0.2783
H -1.5071 0.3525 5.0947 -0.01 -0.02 0.00 0.2619
H 0.0456 1.1163 4.7880 -0.03 0.02 0.00 0.2907
H -2.1141 1.1592 2.8770 0.00 0.01 -0.01 0.2744
H -1.4599 3.1361 1.8053 -0.01 0.00 0.00 0.2410
H -1.0072 2.9242 0.0997 0.01 0.00 0.00 0.2701
H 0.2489 3.1294 1.2940 0.00 0.00 0.00 0.2788
H 2.3846 2.3415 -1.8379 0.00 0.00 -0.01 0.2328
H 4.2097 2.8240 -3.4326 0.00 0.00 0.00 0.2341
H 6.1003 1.2532 -3.6554 0.00 0.00 0.00 0.2352
H 6.1828 -0.7992 -2.2852 0.00 0.00 0.00 0.2349
H 4.3578 -1.2879 -0.6906 0.00 0.00 -0.01 0.2292
Cl -5.1456 -0.1265 -2.9283 0.00 0.01 0.00 0.1566
C -3.6655 -0.6810 -2.3045 -0.02 0.00 0.03 -0.0049
C -2.7040 -1.1714 -3.2900 0.03 -0.01 -0.02 -0.1109
C -1.4562 -1.5896 -2.9819 -0.02 -0.01 -0.02 -0.2822
I -0.0606 -2.1821 -4.3806 -0.01 -0.01 0.00 0.3422
C -1.0855 -1.5571 -1.5945 0.01 -0.05 0.02 0.5038
O 0.0638 -1.7848 -1.1799 -0.06 0.18 0.03 -0.4706
C -2.1219 -1.1717 -0.5731 -0.01 -0.04 0.02 0.2526
N -1.7352 -1.2920 0.6511 -0.01 0.05 0.08 -0.3442
C -2.4651 -0.6545 1.7330 -0.01 0.01 0.01 -0.0897
C -3.7955 -0.0947 1.3364 -0.01 -0.01 0.00 -0.1775
C -4.2418 -0.1182 0.0835 -0.01 -0.01 0.01 -0.1791
C -3.3995 -0.6485 -0.9760 0.00 0.02 -0.03 -0.0969
H -3.0281 -1.1519 -4.3235 0.00 -0.01 0.00 0.2738
H -2.6090 -1.4033 2.5190 0.00 -0.01 -0.01 0.2549
H -4.4076 0.3008 2.1371 0.01 0.01 0.00 0.2519
H -5.2221 0.2614 -0.1684 0.01 0.01 0.00 0.2656
O 0.8951 -4.3263 1.0934 0.30 -0.05 0.09 0.0080
N 0.6594 -3.2431 1.0265 -0.63 0.01 0.13 0.4635
```
Positions in Å, forces in eV/Å.


# 3
Molecular formula: C6H11IN2O
Method: DFT, ωB97M-V/def2-TZVPD

The value obtained for the HOMO energy (alpha / beta) is -8.86 / -7.00 eV. As for the molecular weight: 254.071 g/mol. The spin multiplicity is 1. As for the total charge: 0. The total energy comes out at -717.4865 a.u.

```
21
Properties=species:S:1:pos:R:3:forces:R:3:nbo_charge:R:1
C 0.4058 2.2837 0.3526 -1.42 -1.56 -3.37 0.6531
C 0.8251 0.0717 -0.4965 1.27 0.54 -3.54 -0.2025
C -0.6067 -0.4758 -0.7765 1.39 -2.01 2.43 -0.0277
C -0.6168 -1.7494 -1.5946 3.16 -0.39 -0.59 -0.5901
C -1.1790 -0.8304 0.5889 -0.30 3.60 0.18 -0.6191
C 1.6071 0.8635 1.7302 2.28 1.91 0.82 -0.4170
N 0.8294 1.0142 0.5397 0.03 3.82 2.32 -0.5018
N -1.2776 0.3401 -1.6511 -2.00 3.15 -0.69 -0.4040
O 0.3879 3.4002 0.7295 0.68 -0.07 1.51 -0.5184
I -3.1260 1.1123 -0.9890 0.84 -0.31 -0.52 0.2581
H 1.6424 -0.6290 -0.2702 -0.83 -0.51 0.06 0.2232
H 1.2383 0.5865 -1.4629 -0.95 -0.89 1.42 0.2225
H 0.0321 -1.5496 -2.4581 0.13 -0.33 0.07 0.2150
H -1.5530 -1.7922 -2.0333 -2.08 -0.94 -0.49 0.2271
H -0.2461 -2.6621 -1.0909 -0.50 0.48 -0.07 0.2174
H -1.5055 0.1407 1.1125 0.69 -1.55 -0.43 0.2225
H -0.4182 -1.3271 1.1223 0.62 -0.76 0.95 0.2064
H -2.0439 -1.3884 0.4598 -1.54 -1.35 -0.03 0.2188
H 2.6956 1.1463 1.5906 -0.93 -0.30 -0.22 0.1891
H 1.2905 1.5638 2.5352 -0.26 -0.65 -0.60 0.2254
H 1.6187 -0.1192 2.0617 -0.27 -1.88 0.81 0.2021
```
Positions in Å, forces in eV/Å.


# 4
Molecular formula: C7H14
Method: DFT, ωB97M-V/def2-TZVPD

The value obtained for the HOMO energy (alpha / beta) is -1.44 / -0.91 eV. Its expectation value of S² is 0.7816. As for the molecular weight: 98.189 g/mol. The spin multiplicity is 2. As for the total charge: -1. The total energy comes out at -274.9560 a.u.

```
21
Properties=species:S:1:pos:R:3:forces:R:3:nbo_charge:R:1
C 2.4769 0.6643 0.1525 -0.51 -0.41 0.57 -0.6134
C 1.4675 1.1488 -0.9175 1.15 0.11 0.19 -0.4006
C 0.0827 1.3179 -0.3975 -0.12 0.00 0.24 -0.5433
C -0.8912 0.3349 -0.5974 -1.17 -0.91 -0.21 -0.0878
C -0.8053 -0.8493 -1.4329 0.57 0.16 -0.66 -0.4745
C -2.2243 0.4125 -0.1076 0.06 0.67 1.22 -0.3231
C -2.6274 1.6330 0.6752 -0.13 0.18 0.04 -0.6479
H 2.6646 1.4158 0.9283 0.01 0.18 -0.23 0.1785
H 2.0040 -0.1569 0.6929 0.01 -0.22 0.02 0.1977
H 3.4387 0.2891 -0.2070 0.10 0.20 -0.28 0.1709
H 1.4792 0.4325 -1.7307 -0.11 -0.36 -0.20 0.1880
H 1.9555 2.0369 -1.3612 -0.46 0.18 0.00 0.1547
H 0.0015 1.7940 0.5840 -0.03 0.46 -0.36 0.1662
H 1.9836 -7.0318 2.1976 -0.25 0.53 0.27 -0.0089
H -1.2580 -1.7839 -1.1421 -0.48 0.11 0.10 0.1611
H -0.3390 -0.8682 -2.4120 0.34 0.09 0.13 0.1535
H -2.9359 -0.4010 -0.1172 0.32 -0.31 -0.23 0.1702
H 1.6894 -6.4068 2.5144 0.25 -0.53 -0.27 0.0089
H -3.6378 1.7099 1.0937 -0.18 -0.67 -0.27 0.1770
H -2.5415 2.5125 0.0372 0.37 0.41 -0.05 0.1932
H -1.9831 1.7957 1.5473 0.27 0.14 -0.02 0.1797
```
Positions in Å, forces in eV/Å.


# 5
Molecular formula: C4H4NOS2
Method: DFT, ωB97M-V/def2-TZVPD

The value obtained for the HOMO energy is -2.70 eV. As for the molecular weight: 146.216 g/mol. The spin multiplicity is 1. As for the total charge: -1. The total energy comes out at -1081.1613 a.u.

```
12
Properties=species:S:1:pos:R:3:forces:R:3:nbo_charge:R:1
C -1.7886 0.5497 0.7376 -1.63 0.70 -4.18 -0.4157
N -0.5794 0.4243 -0.0655 -0.20 -2.16 -0.10 -0.5563
S 0.2407 1.7544 -0.6358 0.07 3.17 -0.63 -0.4351
C 0.0355 -0.7482 -0.1891 0.35 -0.94 0.35 0.6550
O -0.2893 -1.7876 0.4016 0.17 0.34 -0.63 -0.6899
C 1.3485 -0.6099 -1.0438 -1.81 -0.04 -0.33 -0.4789
C 2.3764 -0.6243 -0.2916 0.49 -0.49 -0.35 -0.0197
S 3.5802 -0.6104 0.6673 1.18 -0.03 0.92 0.0362
H -2.2862 1.4214 0.1232 0.70 -0.95 2.35 0.2180
H -2.5317 -0.2751 0.5974 1.07 0.12 0.19 0.1963
H -1.4726 0.6190 1.7303 -0.22 0.82 1.77 0.1991
H 1.3665 -0.1132 -2.0315 -0.18 -0.54 0.65 0.2909
```
Positions in Å, forces in eV/Å.


# 6
Molecular formula: C28H25BrGdNP
Method: DFT, ωB97M-V/def2-TZVPD

The value obtained for the HOMO energy (alpha / beta) is -2.67 / -2.04 eV. Its expectation value of S² is 16.1064. As for the molecular weight: 643.643 g/mol. The spin multiplicity is 8. As for the total charge: -1. The total energy comes out at -4817.7044 a.u.

```
57
Properties=species:S:1:pos:R:3:forces:R:3:lowdin_charge:R:1
C -2.8150 3.8565 -0.6460 0.64 -0.62 0.30 -0.1424
C -2.7393 3.6197 0.7580 0.59 0.50 -0.13 -0.2390
C -1.3441 3.6597 1.1409 -0.65 -0.45 -0.17 -0.3539
H -3.5962 3.5018 1.4316 0.51 0.03 -0.28 0.0781
C -0.5551 3.8158 -0.0494 -0.67 -0.74 -0.93 -0.2444
C -1.4818 3.8919 -1.1504 -0.04 0.63 0.48 -0.1616
H -1.2522 4.1030 -2.2078 0.07 -0.40 0.75 0.0891
H -3.7353 3.9338 -1.2639 0.88 -0.18 0.64 0.0980
H -0.9562 3.3684 2.1292 -0.11 0.65 -0.13 0.0605
H 0.5390 3.7398 -0.1621 -0.63 0.30 0.24 0.0786
Gd -1.1055 1.1095 0.7542 -2.64 2.41 -2.08 1.0860
Br -3.5308 0.0621 1.4265 0.05 -0.36 0.35 -0.1666
C -2.5280 -0.4388 -3.3495 0.33 0.72 0.26 -0.2368
C -2.1166 0.7859 -4.0131 -0.82 0.53 0.65 -0.2083
C -3.1378 1.7821 -3.7643 0.19 -1.75 0.67 -0.2103
H -1.1176 0.9735 -4.4871 -1.15 -0.27 0.40 0.0581
C -4.1769 1.1391 -2.9577 1.24 0.29 0.08 -0.1990
C -3.7623 -0.2182 -2.6838 -0.13 0.72 -0.06 -0.2321
H -4.2779 -0.9072 -1.9678 0.52 0.63 -0.90 0.0610
H -1.8622 -1.3067 -3.1853 -0.54 0.45 -0.33 0.0520
H -3.0682 2.8607 -3.9786 -0.14 -0.70 -0.08 0.0523
H -5.0108 1.6881 -2.4603 0.64 -0.65 -0.60 0.0612
N -0.0098 0.0625 -0.7800 0.29 -0.43 1.43 -0.3725
P 0.9077 -0.7410 0.2267 -1.32 0.54 -2.76 0.6316
C 1.2881 0.1940 1.7401 0.45 0.24 1.14 -0.3385
C 2.4477 0.9891 1.8292 -0.36 -0.27 -0.38 -0.0628
C 2.6657 1.8213 2.9069 -0.10 0.33 0.65 -0.0595
C 1.7195 1.9062 3.9376 0.04 -0.38 -0.46 -0.0634
C 0.5444 1.1701 3.8569 -0.23 -0.17 0.12 -0.0677
C 0.3150 0.3211 2.7688 0.91 -0.24 -0.04 -0.2084
C 0.2070 -2.2885 0.8048 0.21 -0.84 0.86 -0.2888
C -0.9567 -2.8154 0.2110 0.81 0.39 0.72 -0.0563
C -1.4610 -4.0337 0.6695 -0.24 -0.02 -0.43 -0.0669
C -0.8076 -4.7412 1.6809 0.24 0.54 -0.22 -0.0823
C 0.3524 -4.2095 2.2763 -0.39 -0.11 -0.06 -0.0841
C 0.8457 -2.9707 1.8586 -0.62 -0.71 -0.19 -0.0926
C 2.3856 -1.0873 -0.6803 0.89 -0.49 0.78 -0.3011
C 3.4371 -1.6902 0.0011 0.74 -0.31 -0.44 -0.1016
C 4.5559 -2.0975 -0.7167 0.11 0.20 -0.90 -0.0801
C 4.5933 -1.8723 -2.1101 -0.40 0.07 0.31 -0.0822
C 3.5285 -1.2526 -2.7737 0.05 0.05 -0.15 -0.0744
C 2.4138 -0.8526 -2.0558 -0.07 -0.08 0.67 -0.0541
H 3.1624 0.9611 1.0143 0.03 -0.08 0.07 0.1141
H 3.5777 2.4186 2.9780 -0.28 -0.21 -0.13 0.1129
H 1.9017 2.5323 4.7953 0.02 0.14 0.08 0.1042
H -0.1985 1.2196 4.6577 0.21 0.07 -0.33 0.1231
H -0.6247 -0.2470 2.7020 0.34 -0.19 0.46 0.0675
H -1.4321 -2.1968 -0.5402 -0.19 -0.21 -0.20 0.0935
H -2.3740 -4.4244 0.1896 0.54 0.15 0.44 0.1168
H -1.2175 -5.6961 1.9988 0.16 0.13 0.06 0.0979
H 0.8404 -4.7725 3.0789 -0.13 0.30 -0.29 0.0995
H 1.7163 -2.5556 2.3603 -0.10 0.00 -0.12 0.0951
H 3.4016 -1.8614 1.0795 -0.07 0.07 -0.33 0.0992
H 5.3974 -2.5864 -0.2317 -0.15 0.09 -0.04 0.0971
H 5.4396 -2.1831 -2.7056 0.18 -0.09 0.14 0.0926
H 3.5270 -1.0679 -3.8582 0.27 -0.22 0.57 0.1120
H 1.5413 -0.3727 -2.4840 0.04 -0.02 -0.14 0.0998
```
Positions in Å, forces in eV/Å.


# 7
Molecular formula: C3H4Br3F
Method: DFT, ωB97M-V/def2-TZVPD

The value obtained for the HOMO energy is -10.02 eV. As for the molecular weight: 298.775 g/mol. The spin multiplicity is 1. As for the total charge: 0. The total energy comes out at -7938.5430 a.u.

```
11
Properties=species:S:1:pos:R:3:forces:R:3:nbo_charge:R:1
C 1.1914 0.2732 -0.5898 -1.42 -2.69 -3.05 -0.6914
C 0.5749 -0.4289 0.5752 -4.18 -0.37 -2.16 -0.1620
C -1.3448 0.1390 0.4093 1.46 -0.16 1.14 0.1590
F -2.2045 -0.2410 1.4352 1.62 0.01 -1.40 -0.3620
Br 0.3712 -2.3727 0.3952 0.49 0.79 0.21 0.0304
Br -2.0023 -0.5506 -1.2938 -0.06 0.04 0.66 0.0700
Br -1.4467 2.1041 0.3681 0.23 -0.53 0.09 0.0320
H 2.1777 -0.1641 -0.8684 -0.65 0.42 0.31 0.2430
H 0.4570 0.1564 -1.5746 2.08 0.22 2.53 0.2372
H 1.2387 1.2857 -0.3694 0.41 1.95 0.32 0.2331
H 0.9874 -0.2012 1.5129 0.02 0.32 1.37 0.2108
```
Positions in Å, forces in eV/Å.